1.
This record from the OMol25 dataset describes a molecular structure, C20H40P2SiV. The level of theory is ωB97M-V with the def2-TZVPD basis set.

XYZ file:
```
64
Properties=species:S:1:pos:R:3:nbo_charge:R:1
P 0.771 -2.511 0.180 1.5814
P 0.036 1.695 0.763 1.5661
C 0.626 -0.863 -0.702 -0.7331
C 1.108 0.488 -0.121 -0.7330
H -0.502 -0.900 -0.892 0.1838
H 1.292 -1.088 -1.591 0.3066
H 1.932 0.306 0.575 0.2737
H 1.531 1.084 -0.947 0.2795
C -1.469 2.257 -0.053 -0.9529
H -2.196 2.607 0.699 0.2994
H -1.957 1.451 -0.616 0.2665
H -1.222 3.086 -0.732 0.2854
C 1.106 3.122 0.928 -0.9610
H 0.733 3.938 0.296 0.2852
H 2.137 2.870 0.645 0.2765
H 1.076 3.404 1.988 0.2892
C -0.369 -3.617 -0.706 -0.9558
H -0.488 -4.522 -0.088 0.2867
H 0.048 -3.903 -1.681 0.2902
H -1.347 -3.131 -0.847 0.2738
C 2.469 -3.051 -0.042 -0.9782
H 3.155 -2.192 0.033 0.2769
H 2.591 -3.510 -1.037 0.2968
H 2.725 -3.795 0.729 0.2921
V -0.511 -0.286 -2.521 0.8498
C 0.286 1.177 -3.596 -0.4021
C -1.175 1.283 -3.533 -0.4833
C -2.141 0.600 -4.423 -0.4321
C -1.820 -0.879 -4.792 -0.4426
C -1.119 -1.684 -3.713 -0.4562
C 0.365 -1.752 -3.597 -0.4160
C 1.315 -1.001 -4.475 -0.4431
C 1.043 0.511 -4.707 -0.4492
C 0.128 -2.126 1.806 -0.9838
H 0.815 1.971 -3.034 0.2106
H -1.540 2.272 -3.191 0.2337
H -2.252 1.133 -5.374 0.2412
H -3.141 0.644 -3.960 0.2156
H -2.793 -1.357 -5.016 0.2442
H -1.275 -0.906 -5.753 0.2243
H -1.692 -2.537 -3.321 0.2192
H 0.808 -2.662 -3.151 0.1872
H 1.348 -1.498 -5.456 0.2417
H 2.339 -1.044 -4.060 0.2063
H 2.013 1.037 -4.823 0.2364
H 0.582 0.671 -5.696 0.2314
H 0.851 -1.516 2.365 0.2789
H -0.094 -3.064 2.334 0.2887
H -0.784 -1.509 1.729 0.2830
C 1.139 0.368 6.082 -1.0997
Si -0.367 1.211 5.366 1.5417
C -1.956 0.519 6.037 -1.1017
C -0.257 3.079 5.628 -1.0832
C -0.388 0.951 3.549 -0.1441
C -0.329 1.075 2.324 -0.5803
H 1.241 0.591 7.150 0.2728
H 2.049 0.706 5.567 0.2440
H 1.074 -0.722 5.955 0.2439
H -1.989 0.635 7.126 0.2695
H -2.816 1.039 5.596 0.2533
H -2.040 -0.545 5.784 0.2455
H 0.669 3.471 5.180 0.2399
H -1.107 3.574 5.135 0.2463
H -0.265 3.340 6.695 0.2728
```

Output
- Kohn-Sham gap (alpha / beta): 6.04 / 5.99 eV
- E_tot: -73511.0910 eV
- Total charge: +2
- ⟨S²⟩: 0.826
- Spin multiplicity: 2
- Max |F|: 2.98 eV Å⁻¹
- Relative energy (zero: lowest compared OMol25 entry of this formula, charge and spin): 12.9 kcal per mole

***

2.
This record from the OMol25 dataset describes C4H7NO in the gas phase. The level of theory is ωB97M-V with the def2-TZVPD basis set.

XYZ file:
```
13
Properties=species:S:1:pos:R:3:nbo_charge:R:1
C -0.436 0.194 1.993 -0.6665
C -0.379 0.122 0.512 0.3360
N -1.040 -0.619 -0.307 -0.3866
C -0.279 -0.790 -1.448 -0.3524
C 0.585 0.422 -1.507 -0.1184
O 0.981 0.295 -0.063 -0.5253
H 0.234 -0.553 2.442 0.2174
H -1.456 -0.030 2.316 0.2475
H -0.155 1.179 2.374 0.2256
H 1.126 -0.783 -0.335 0.4155
H -0.745 -1.232 -2.320 0.2100
H 0.071 1.397 -1.549 0.1863
H 1.493 0.398 -2.108 0.2109
```

Output
- Kohn-Sham gap: 8.55 eV
- E_tot: -7794.8755 eV
- Max |F|: 0.41 eV Å⁻¹
- Relative energy (zero: lowest compared OMol25 entry of this formula, charge and spin): 110.0 kcal per mole

***

3.
This record from the OMol25 dataset describes C6H10 in the gas phase. The level of theory is ωB97M-V with the def2-TZVPD basis set.

XYZ file:
```
16
Properties=species:S:1:pos:R:3:nbo_charge:R:1
C -1.328 0.272 0.197 -0.4057
C -0.493 -0.625 1.119 -0.3969
C 0.922 -0.479 0.583 -0.2272
C 1.385 0.854 0.054 -0.4321
C 0.789 -0.157 -0.885 -0.2298
C -0.700 0.002 -1.182 -0.3998
H -1.203 1.324 0.479 0.1970
H -2.399 0.057 0.240 0.2140
H -0.792 -1.669 0.946 0.1983
H -0.618 -0.415 2.186 0.2089
H 1.684 -1.166 0.942 0.2178
H 0.831 1.764 0.272 0.2075
H 2.460 1.008 0.001 0.2201
H 1.431 -0.635 -1.620 0.2175
H -0.915 0.783 -1.920 0.2089
H -1.102 -0.943 -1.573 0.2015
```

Output
- Kohn-Sham gap: 11.07 eV
- E_tot: -6383.4848 eV
- SMILES: C1C[C@@H]2C[C@@H]2C1
- Max |F|: 0.21 eV Å⁻¹
- Relative energy (zero: lowest compared OMol25 entry of this formula, charge and spin): 8.6 kcal per mole